Entry 1:
A structure of composition C22H29N3O5 in a non-equilibrium geometry, computed with the ωB97M-V functional and the def2-TZVPD basis.

Summary:
Highest occupied orbital energy   -8.27 eV
Multiplicity   1
Lowest unoccupied orbital energy   -0.2 eV
Gap between HOMO and LUMO   8.0729 eV
Strongest force on any atom   15.82 eV Å⁻¹

XYZ file:
```
59
C22H29N3O5 | the Open Molecules 2025 dataset | the ωB97M-V functional and the def2-TZVPD basis
C 2.711 -2.970 1.866
O 1.669 -3.782 1.168
C 0.850 -4.371 2.087
C -0.267 -5.090 1.235
N -1.097 -4.245 0.152
C -2.276 -3.636 0.636
O -3.048 -4.010 1.597
C -2.621 -2.608 -0.420
O -1.639 -2.029 -1.269
C -0.690 -1.384 -0.682
C 0.512 -0.955 -1.508
O 1.568 -0.258 -1.367
C 1.481 0.028 -0.153
C 0.816 -0.232 1.035
C -0.466 -0.979 0.617
O -1.324 -1.115 1.729
H 0.753 0.100 1.998
C 2.851 0.906 0.252
N 2.972 2.154 0.034
C 2.142 3.096 1.134
C 0.656 3.211 0.593
N 0.559 3.928 -0.489
C 1.228 2.959 -1.549
C 2.632 2.896 -1.132
H 3.322 2.065 -2.204
H 3.096 3.697 -1.323
H 0.861 3.444 -2.649
H 0.812 1.900 -1.686
C -0.943 4.217 -0.892
C -1.865 2.902 -1.035
C -1.847 2.249 -2.342
C -2.753 1.155 -2.580
C -3.386 0.622 -1.301
C -3.371 1.285 -0.167
C -2.517 2.423 -0.013
H -2.172 2.826 1.070
H -3.713 0.795 0.614
H -4.097 -0.144 -1.186
H -2.842 0.701 -3.387
H -1.354 2.812 -3.107
H -1.385 4.748 -0.034
H -0.836 4.857 -1.701
H 0.141 3.973 1.409
H -0.007 2.277 0.738
H 2.332 2.653 1.924
H 2.489 3.889 1.058
H 3.157 0.583 1.242
H 3.482 0.360 -0.491
H 0.354 -1.325 -2.675
H -3.068 -1.691 0.351
H -3.376 -3.053 -1.001
H -0.344 -3.768 -0.389
H -0.904 -5.690 1.905
H 0.174 -5.841 0.777
H 0.146 -3.487 2.720
H 1.342 -4.838 2.998
H 2.311 -2.126 2.316
H 3.338 -3.527 2.434
H 3.452 -2.555 1.043
```

Löwdin atomic charge list, values in e, 4 entries:
1 C -0.04
2 O -0.20
3 C -0.27
4 C -0.09



Entry 2:
An isolated molecule of C22H29N3O5S, computed with the ωB97M-V functional and the def2-TZVPD basis.

Summary:
Highest occupied orbital energy   -8.70 eV
Multiplicity   1
Lowest unoccupied orbital energy   0.4 eV
Gap between HOMO and LUMO   9.1293 eV
Strongest force on any atom   1.00 eV Å⁻¹

XYZ file:
```
60
C22H29N3O5S | the Open Molecules 2025 dataset | the ωB97M-V functional and the def2-TZVPD basis
C -2.886 -3.260 0.245
C -2.248 -2.620 1.475
N -2.420 -1.181 1.496
C -3.732 -0.666 1.851
C -4.611 -0.443 0.606
O -5.548 -1.166 0.336
N -4.215 0.608 -0.122
C -4.796 0.968 -1.401
C -5.172 2.446 -1.391
C -3.804 0.653 -2.520
C -1.471 -0.319 1.103
O -1.654 0.894 1.045
C -0.131 -0.876 0.727
C 0.884 -0.938 1.675
C 2.167 -1.282 1.285
C 2.418 -1.552 -0.045
S 4.110 -1.743 -0.586
O 4.916 -2.142 0.536
O 4.174 -2.543 -1.773
N 4.391 -0.151 -1.036
C 5.472 0.072 -1.969
C 4.253 0.749 0.054
C 5.207 0.835 1.053
C 5.016 1.676 2.138
C 3.857 2.424 2.223
C 2.892 2.349 1.232
C 3.077 1.517 0.134
O 2.198 1.380 -0.891
C 1.009 2.140 -0.871
C 1.417 -1.510 -0.995
C 0.133 -1.174 -0.606
H -2.764 -4.338 0.290
H -3.948 -3.031 0.199
H -2.409 -2.895 -0.662
H -1.179 -2.841 1.499
H -2.706 -3.029 2.381
H -4.228 -1.381 2.508
H -3.597 0.287 2.370
H -3.387 1.116 0.173
H -5.693 0.352 -1.516
H -5.871 2.653 -0.584
H -4.283 3.058 -1.249
H -5.638 2.722 -2.333
H -4.226 0.922 -3.484
H -3.572 -0.409 -2.529
H -2.883 1.214 -2.372
H 0.673 -0.694 2.706
H 2.982 -1.328 1.990
H 5.464 -0.769 -2.660
H 6.450 0.128 -1.480
H 5.286 0.998 -2.514
H 6.089 0.218 0.985
H 5.763 1.736 2.913
H 3.694 3.076 3.068
H 1.993 2.937 1.325
H 0.366 1.873 -0.027
H 1.220 3.213 -0.848
H 0.498 1.897 -1.801
H 1.666 -1.723 -2.021
H -0.660 -1.108 -1.337
```

Löwdin atomic charge list, values in e, 4 entries:
1 C -0.05
2 C -0.18
3 N -0.03
4 C -0.03



Entry 3:
A structure of composition C22H29N3V in a non-equilibrium geometry, computed with the ωB97M-V functional and the def2-TZVPD basis.

Summary:
Highest occupied orbital energy (alpha / beta)   -6.07 / -5.52 eV
Multiplicity   2
Lowest unoccupied orbital energy (alpha / beta)   0.3 / 0.3 eV
Gap between HOMO and LUMO (alpha / beta)   6.3505 / 5.8628 eV
Strongest force on any atom   1.60 eV Å⁻¹

XYZ file:
```
55
C22H29N3V | the Open Molecules 2025 dataset | the ωB97M-V functional and the def2-TZVPD basis
V 0.107 -0.023 0.186
C -0.194 -1.900 2.376
N 0.720 -0.760 2.087
C 2.110 -1.235 2.196
C 0.390 0.348 2.990
C 1.037 0.536 4.189
C 0.612 1.538 5.061
C -0.475 2.314 4.712
C -1.130 2.131 3.494
C -0.700 1.162 2.592
N -1.185 0.855 1.317
C -2.424 1.097 0.738
C -3.370 2.075 1.060
C -4.560 2.189 0.348
C -4.852 1.342 -0.707
C -3.922 0.366 -1.048
C -2.739 0.247 -0.348
N -1.734 -0.765 -0.718
C -2.281 -2.124 -0.777
C -1.061 -0.408 -1.983
H -0.053 -2.272 3.396
H 0.004 -2.710 1.672
H -1.224 -1.570 2.263
H 2.274 -1.772 3.135
H 2.787 -0.392 2.108
H 2.312 -1.919 1.372
H 1.875 -0.092 4.462
H 1.126 1.694 6.000
H -0.821 3.091 5.383
H -1.955 2.781 3.252
H -3.177 2.777 1.855
H -5.263 2.964 0.627
H -5.778 1.437 -1.258
H -4.127 -0.309 -1.873
H -2.995 -2.252 -1.596
H -2.781 -2.346 0.163
H -1.462 -2.829 -0.919
H -1.761 -0.304 -2.817
H -0.328 -1.165 -2.247
H -0.560 0.571 -1.873
C 4.391 3.250 -0.916
C 4.085 2.456 0.361
C 5.257 1.516 0.672
C 3.890 3.431 1.534
C 2.846 1.675 0.184
C 1.807 1.029 0.103
H 5.294 3.853 -0.778
H 3.561 3.915 -1.161
H 4.550 2.577 -1.760
H 6.183 2.086 0.791
H 5.395 0.794 -0.134
H 5.074 0.965 1.597
H 4.827 3.951 1.756
H 3.565 2.896 2.429
H 3.127 4.174 1.292
```

Löwdin atomic charge list, values in e, 4 entries:
1 V 0.70
2 C -0.06
3 N -0.29
4 C -0.08



Entry 4:
An isolated molecule of C22H29N5O4, computed with the ωB97M-V functional and the def2-TZVPD basis.

Summary:
Highest occupied orbital energy   -7.92 eV
Multiplicity   1
Lowest unoccupied orbital energy   0.6 eV
Gap between HOMO and LUMO   8.4936 eV
Strongest force on any atom   0.98 eV Å⁻¹

XYZ file:
```
60
C22H29N5O4 | the Open Molecules 2025 dataset | the ωB97M-V functional and the def2-TZVPD basis
C 5.540 0.091 1.735
C 4.044 0.187 1.461
N 3.580 -0.907 0.654
C 2.339 -1.423 0.782
O 1.565 -1.117 1.672
C 2.049 -2.433 -0.254
N 3.000 -2.782 -1.174
C 2.486 -3.744 -1.883
N 1.233 -4.047 -1.480
C 0.918 -3.207 -0.448
C -0.357 -3.414 0.280
O -0.719 -4.561 0.514
N -1.065 -2.331 0.640
C -0.867 -0.981 0.180
C -2.139 -0.510 -0.535
N -3.276 -0.616 0.350
C -4.350 0.255 0.199
C -5.676 -0.182 0.192
C -6.719 0.721 0.101
C -6.472 2.079 0.005
C -5.161 2.525 0.010
C -4.115 1.631 0.111
C -3.489 -1.984 0.766
C -2.230 -2.479 1.482
C 3.701 1.551 0.838
O 4.168 2.586 1.237
O 2.833 1.405 -0.149
C 2.274 2.548 -0.848
C 1.306 1.923 -1.854
C 3.381 3.316 -1.567
C 1.523 3.443 0.135
H 5.762 -0.801 2.313
H 6.092 0.051 0.798
H 5.861 0.969 2.289
H 3.480 0.144 2.403
H 4.107 -1.184 -0.161
H 2.983 -4.237 -2.694
H 0.629 -4.785 -1.808
H -0.655 -0.340 1.041
H -0.020 -0.940 -0.504
H -2.292 -1.141 -1.429
H -2.016 0.520 -0.866
H -5.904 -1.236 0.242
H -7.736 0.355 0.094
H -7.289 2.780 -0.070
H -4.950 3.583 -0.054
H -3.102 2.006 0.144
H -3.706 -2.644 -0.091
H -4.323 -2.025 1.467
H -2.073 -1.888 2.390
H -2.326 -3.534 1.742
H 0.533 1.370 -1.326
H 1.838 1.236 -2.506
H 0.842 2.699 -2.456
H 4.076 3.738 -0.847
H 2.945 4.123 -2.150
H 3.924 2.652 -2.236
H 2.216 3.903 0.834
H 0.999 4.225 -0.408
H 0.800 2.854 0.695
```

Löwdin atomic charge list, values in e, 4 entries:
1 C -0.02
2 C -0.25
3 N 0.10
4 C -0.43